DFT (the ωB97M-V functional and the def2-TZVPD basis) results for C39H58FeO35 as an isolated structure.

XYZ file:
```
133
Properties=species:S:1:pos:R:3:forces:R:3
Fe 0.924823 -0.295297 0.175363 -0.34 -0.51 0.34
C 1.682765 2.551384 3.008614 -0.36 1.10 2.07
C 2.182422 3.902377 2.920057 -0.49 -0.44 -1.65
C 2.377291 4.509498 1.449737 1.58 1.69 0.40
O 2.842803 5.679056 1.356334 -1.19 -2.35 0.09
C 2.157165 3.606404 0.361851 -0.63 0.63 1.13
C 1.643364 2.361612 0.562156 0.77 -1.00 -2.32
C 1.401407 1.832654 1.919001 -0.67 -2.13 0.11
O 0.935650 0.614240 1.991275 0.28 0.40 -0.46
O 1.482906 1.535388 -0.449748 -0.16 1.22 1.50
O 2.429126 4.575620 3.882277 0.37 0.98 1.06
H 1.350500 2.223891 4.025890 0.61 0.03 -1.00
H 2.199145 3.917233 -0.644088 0.38 0.60 -1.01
C -2.734187 -1.897895 -1.294921 1.09 0.15 -0.32
C -3.134575 -2.287089 -2.604943 2.77 1.19 0.04
C -1.974935 -2.224493 -3.690864 -2.84 -1.55 -0.61
O -2.337729 -2.471683 -4.857905 1.04 0.65 1.00
C -0.663269 -2.077822 -3.229606 2.01 0.53 -0.38
C -0.327838 -1.601577 -1.970065 -0.05 -0.07 -0.70
C -1.472747 -1.377018 -0.994630 -0.65 0.04 0.33
O -1.171745 -0.719214 0.058229 -0.07 -0.32 -0.32
O 0.863407 -1.323714 -1.534676 -1.07 -0.59 -0.91
O -4.250638 -2.548020 -2.950579 -1.95 -0.66 -0.52
H -3.525527 -1.883368 -0.604628 -0.80 0.34 1.14
H 0.060404 -2.217264 -4.045842 0.17 0.18 0.61
C 6.608295 -1.043287 -1.445716 -2.60 0.11 -0.14
O 5.362825 -1.362816 -0.701892 1.61 -0.10 0.50
C 4.209831 -0.820316 -1.071718 0.90 0.19 0.70
O 3.306667 -0.707321 -0.307748 -1.30 -0.23 1.01
O 4.286621 -0.409154 -2.283921 0.36 -0.01 -2.63
C 3.212666 0.267705 -2.935993 -0.52 -0.79 -0.43
H 6.547851 -1.590194 -2.355715 0.19 -0.40 -0.89
H 7.356060 -1.441990 -0.833961 1.23 -0.22 0.90
H 6.686956 0.020444 -1.674146 0.07 -0.12 0.34
H 2.317024 -0.339089 -3.095317 0.18 -0.15 0.69
H 3.547947 0.516460 -3.924510 0.60 0.31 -0.30
H 3.013018 1.114699 -2.349454 -0.82 1.23 0.55
C -3.753556 1.407173 -1.030440 0.21 1.95 -2.02
O -4.381835 1.197271 -2.368009 0.35 0.49 1.02
C -4.918179 2.232948 -3.057227 0.58 -1.05 1.92
O -5.046299 3.354838 -2.611054 -0.26 -0.75 -1.13
O -5.324875 1.766483 -4.228597 -0.38 1.96 -0.29
C -4.978290 0.474783 -4.710941 -0.76 -0.39 0.37
H -4.305991 0.878861 -0.323090 -0.85 -1.22 0.98
H -3.795291 2.478829 -0.736810 0.15 -0.62 -0.49
H -2.737195 1.042730 -1.135301 -0.03 0.00 0.23
H -3.919945 0.337340 -4.787151 0.55 0.05 -0.38
H -5.519354 0.425833 -5.649475 0.34 -0.20 -0.22
H -5.341364 -0.288748 -4.040197 -0.14 -0.29 0.18
C -2.721201 -2.747052 2.195967 -0.37 1.30 -0.53
O -2.946179 -3.491550 3.397754 -0.08 0.81 0.09
C -2.386709 -4.657923 3.446583 0.73 -0.73 0.44
O -1.709998 -5.201735 2.602480 -0.27 0.04 0.35
O -2.649551 -5.158513 4.673037 -0.11 0.78 -0.22
C -1.832870 -6.213502 5.107298 1.35 -0.01 -1.15
H -3.155530 -3.340939 1.387002 0.41 0.35 -0.21
H -1.652157 -2.439700 2.016424 -1.02 -0.68 0.23
H -3.327630 -1.819885 2.345576 0.53 -0.84 -0.26
H -2.137894 -7.089288 4.566242 -0.37 -0.93 0.34
H -1.977945 -6.221052 6.182160 0.32 -0.47 -0.02
H -0.759208 -6.104932 4.748460 -1.10 0.33 0.89
C -1.762562 0.462952 3.505051 -0.57 0.35 0.41
O -3.045142 1.091889 3.268659 0.47 0.82 -0.42
C -4.171618 0.588417 3.681809 0.52 -1.05 0.40
O -4.338373 -0.444866 4.310242 0.25 0.86 -0.42
O -5.133575 1.420225 3.263173 -0.78 -0.43 0.72
C -6.371827 1.181726 3.948394 -0.75 -1.00 -1.06
H -1.252603 1.053122 4.298460 -0.40 -0.71 -0.25
H -1.209582 0.633760 2.588110 0.10 -0.58 -0.03
H -1.989939 -0.581596 3.760127 0.74 0.35 -0.01
H -6.540681 1.999934 4.605533 -0.33 0.83 0.41
H -6.356019 0.253814 4.538763 0.22 0.35 -0.36
H -7.169784 1.074164 3.179121 0.50 0.33 0.57
C 3.155188 -2.524626 2.601287 -2.41 -1.40 0.15
O 2.597474 -3.651123 1.869229 -0.20 -0.80 -0.65
C 1.411642 -3.492698 1.268919 -0.51 1.92 -0.78
O 0.753307 -2.427979 1.303971 1.23 -2.54 0.08
O 1.100472 -4.586981 0.548747 0.45 1.07 1.68
C -0.134444 -4.537813 -0.203234 0.18 1.48 0.91
H 2.520713 -2.511415 3.497745 0.59 0.80 -0.02
H 3.077701 -1.683344 1.974616 -0.16 1.35 -0.37
H 4.163890 -2.757286 2.797892 1.06 -0.45 0.29
H -1.017020 -4.453353 0.448449 0.50 0.56 -0.07
H -0.185908 -5.528585 -0.548476 -0.02 -0.99 -1.36
H -0.017051 -3.695599 -0.916621 -0.54 -1.04 0.15
C 5.399730 3.087071 -1.761145 -2.05 -0.46 0.15
O 6.663572 2.686077 -1.204745 -0.99 0.59 -0.42
C 6.615076 2.053706 -0.010400 0.84 1.29 -1.28
O 7.641041 1.975221 0.588998 0.93 -0.71 1.31
O 5.438992 1.632209 0.322197 -1.16 -0.45 0.27
C 5.295418 1.197480 1.726854 0.45 1.24 -1.78
H 4.752097 2.192494 -1.810416 0.41 0.35 -0.49
H 5.495972 3.545364 -2.758820 0.54 -0.36 0.54
H 4.738616 3.751890 -1.136226 1.33 -0.23 -0.13
H 4.232952 0.976979 1.763315 0.28 -0.76 0.45
H 5.503844 2.110527 2.256705 0.00 0.10 0.81
H 6.112298 0.492393 1.853717 -0.67 -0.55 0.60
C 6.178656 -5.630549 -0.405508 -0.31 -1.37 -0.32
O 4.820217 -5.326294 -0.599547 -0.73 0.77 -1.36
C 4.607118 -4.633469 -1.751962 -1.92 -0.68 1.66
O 5.425702 -4.504807 -2.621466 -0.55 0.46 -0.19
O 3.295568 -4.198130 -1.693127 3.09 -0.25 -1.13
C 2.970544 -3.564363 -2.946680 -0.64 -0.05 0.22
H 6.375832 -5.215264 0.528030 0.91 0.47 1.73
H 6.765474 -5.178386 -1.171128 0.61 0.15 -0.42
H 6.314549 -6.724609 -0.395072 0.01 0.40 -0.01
H 3.774024 -2.979427 -3.386693 0.18 -0.29 0.13
H 2.164621 -2.922443 -2.710356 -0.85 0.85 0.28
H 2.573136 -4.317889 -3.604823 0.20 -0.32 -0.55
C -1.432263 1.217173 -3.905255 -0.28 -0.69 0.18
O -1.058324 2.307827 -4.769605 -0.26 1.52 0.84
C -1.226127 3.605724 -4.281257 -0.19 -2.84 -0.89
O -0.863471 4.524520 -4.928009 0.65 1.50 -0.97
O -1.857152 3.643875 -3.138775 -0.66 -0.64 1.12
C -2.340583 4.920941 -2.685374 -1.35 -0.10 -1.71
H -1.430718 0.281825 -4.555366 0.43 1.25 0.94
H -2.503629 1.334401 -3.558336 1.56 -0.07 -0.05
H -0.669997 1.191212 -3.053905 -1.29 -0.38 -0.97
H -2.276067 4.941863 -1.620247 0.36 0.15 0.56
H -3.422878 5.017305 -2.990465 1.09 -0.29 0.42
H -1.784918 5.642982 -3.262932 0.29 0.64 0.54
C -6.312709 4.797295 1.549256 0.77 -0.43 0.51
O -4.926070 4.568704 1.226190 0.08 0.58 -0.11
C -4.013216 4.749015 2.182855 -0.84 1.05 1.82
O -4.256865 5.180408 3.316998 0.56 -0.99 -2.13
O -2.825939 4.422155 1.679132 -0.43 -0.34 0.31
C -1.811732 4.182004 2.625411 1.85 0.20 1.95
H -6.769155 4.053342 0.952861 -0.88 -0.58 -0.72
H -6.717155 5.784524 1.284491 0.62 -0.15 0.23
H -6.464140 4.515164 2.589447 -0.13 0.46 0.09
H -1.037755 4.954351 2.664911 -0.35 0.32 -0.56
H -1.249426 3.270590 2.490147 -0.28 -0.49 -1.03
H -2.105729 4.091967 3.677267 -0.88 0.24 -0.40
```
Forces are in eV/Å.

Properties
⟨S²⟩: 6.009
Maximum force, eV Å⁻¹: 3.3
Multiplicity: 5
Charge: -2
DFT total energy, hartree: -5418.13944



DFT (the ωB97M-V functional and the def2-TZVPD basis) results for an isolated ion of composition C6H15N2 and charge +1.

XYZ file:
```
23
Properties=species:S:1:pos:R:3:forces:R:3
C -2.745287 -1.571656 0.928080 1.05 -0.21 -0.23
C -1.243455 -1.446377 1.360316 -1.43 -0.76 0.39
C -0.274991 -1.793452 0.220861 -1.46 -0.13 0.22
C -0.430237 -0.959397 -1.051442 1.21 0.48 0.10
C -0.342153 0.545668 -0.831223 0.26 -0.78 0.21
N 1.101543 0.919088 -0.711011 -1.77 -0.20 0.15
C 1.403286 2.066703 -0.168537 1.38 -1.34 -1.24
N 2.644492 2.424721 0.070287 -0.16 -0.12 0.41
H -3.345210 -0.738569 1.275639 -0.17 0.03 -0.14
H -3.150752 -2.506466 1.307794 -0.17 0.10 0.13
H -2.769068 -1.673203 -0.155832 -0.46 0.32 -0.06
H -1.153129 -2.239032 2.101348 0.53 0.05 0.16
H -1.120204 -0.537122 1.949372 0.51 0.30 -0.43
H 0.724194 -1.868685 0.646490 0.25 0.01 -0.45
H -0.640769 -2.775047 -0.100644 0.68 -0.25 0.24
H -1.303764 -1.209008 -1.643606 -0.28 0.01 0.30
H 0.401491 -1.194320 -1.718772 0.04 -0.30 -0.28
H -0.801640 1.029125 -1.680092 -0.08 0.61 0.07
H -0.762886 0.762550 0.144660 -0.61 0.41 -0.23
H 1.664017 0.102635 -0.915800 0.91 0.58 0.22
H 0.579230 2.723643 -0.073968 -0.49 0.85 0.53
H 3.345420 1.701863 0.007398 0.30 0.25 0.01
H 2.874024 3.274445 0.558287 -0.02 0.09 -0.06
```
Forces are in eV/Å.

Properties
Maximum force, eV Å⁻¹: 2.3
Energy above the lowest of the compared OMol25 structures with the same formula, charge and spin, kcal/mol: 23.98
Structure (SMILES): CCCCCNC=[NH2+]
Charge: +1
DFT total energy, hartree: -346.87435



DFT (the ωB97M-V functional and the def2-TZVPD basis) results for C21H26B2N3O19Pb as an isolated structure.

XYZ file:
```
72
Properties=species:S:1:pos:R:3:forces:R:3
Pb -0.126184 -1.212942 1.417433 -2.28 -1.28 3.36
O -4.796674 -7.188672 -3.437367 0.58 2.23 1.92
C -4.443814 -6.103262 -2.955847 -0.80 -2.33 -0.68
O -4.430764 -5.667782 -1.703047 -0.48 -1.92 -0.58
B -3.909664 -4.304392 -1.608377 -0.21 -1.14 -1.41
O -3.822514 -3.913812 -3.034827 0.48 -0.05 -2.36
C -3.897004 -5.009022 -3.840957 0.80 -0.13 -0.53
O -3.532904 -5.255422 -4.990677 -0.64 1.93 2.26
O -2.579084 -4.263472 -1.035447 -0.40 0.77 1.39
C -2.715614 -3.542042 0.101033 2.23 1.52 1.78
O -1.811114 -3.252992 0.875323 -2.07 -1.03 -1.94
C -4.202644 -3.033322 0.201943 -0.74 2.85 5.49
O -4.811034 -3.553202 -0.791477 -1.39 0.01 -1.81
O -4.737904 -2.341952 1.120793 2.44 -2.81 -3.85
O -2.714684 2.564538 2.274313 2.63 2.44 0.28
C -1.697924 3.270298 2.381393 -4.50 -2.95 -0.56
O -1.643024 4.466858 2.971903 0.98 -0.57 -0.77
B -0.207294 4.805808 2.990823 -0.92 0.95 -0.51
O 0.463056 3.730588 2.296963 2.67 -0.42 -0.58
C -0.318784 2.749108 1.927153 -1.89 -1.62 1.10
O -0.128184 1.595458 1.573053 0.76 3.07 0.23
O 0.119086 6.128368 2.351673 -0.01 -0.12 0.36
C 0.633796 6.947918 3.266393 -0.30 0.62 -0.78
O 0.928516 8.111098 3.112533 -0.14 -1.10 0.12
C 0.721426 6.140908 4.559203 1.84 2.09 3.67
O 0.207946 4.962198 4.379973 0.39 -0.46 0.37
O 1.207496 6.592418 5.619993 -1.37 -1.46 -2.87
O -1.958234 -0.865912 2.981783 0.95 0.20 -0.31
H -1.927474 -0.224882 3.718433 0.22 -0.30 -0.72
O 0.425006 -3.182682 2.910333 0.08 0.83 -1.87
H 0.389846 -3.755922 2.119963 -0.05 -0.08 0.64
C -2.693654 0.362348 -1.012557 0.29 -1.66 1.13
O -2.152554 -0.075532 0.225213 -0.10 0.36 -1.16
H -3.198464 -0.459712 -1.519997 -0.53 -0.28 -0.01
H -3.422754 1.151408 -0.828487 0.30 0.42 -0.14
H -1.891824 0.580088 -1.718077 0.30 0.88 0.11
C 4.347606 1.722668 4.697463 -0.94 -0.72 0.24
C 3.019136 2.531518 4.437923 1.33 -1.67 -1.24
C 1.770856 1.782878 4.891313 0.11 -1.03 0.66
C 1.605286 0.470698 4.176873 -0.36 -0.58 -1.57
N 1.476056 -0.490382 3.525483 0.52 2.30 1.58
H 5.215706 1.916768 4.067523 0.07 1.17 0.47
H 4.322576 0.651988 4.494703 -1.14 -0.27 -0.37
H 4.503146 1.666948 5.774863 0.73 0.68 0.07
H 2.840146 2.546608 3.362833 0.42 0.63 -0.21
H 3.128806 3.549518 4.811753 -0.39 -0.16 0.14
H 0.910536 2.439818 4.763293 -0.19 -0.36 -0.06
H 1.819736 1.461898 5.931833 -0.04 0.42 0.34
C 0.237126 -3.193582 -6.092927 -2.09 1.73 -0.25
C 0.550806 -3.193832 -4.602077 0.16 -2.58 0.58
C -0.598174 -3.167772 -3.483017 0.17 0.87 -1.92
C -0.120374 -2.747122 -2.216477 1.61 2.08 3.76
N 0.212076 -2.361902 -1.159597 -0.58 -1.30 -3.04
H -0.517564 -2.425532 -6.262207 -0.39 0.23 -0.17
H -0.256834 -4.092812 -6.461017 0.36 -0.20 0.19
H 1.006566 -2.853212 -6.785897 0.58 -0.49 0.46
H 1.358096 -2.506122 -4.350227 -0.22 0.00 0.12
H 0.908666 -4.222162 -4.551437 0.92 0.09 0.87
H -1.149644 -4.047152 -3.150327 -0.05 -0.56 -1.26
H -1.304104 -2.409952 -3.822837 -0.48 -0.12 0.21
C 4.077576 2.388318 -2.530767 -0.61 0.66 -0.20
C 2.534646 2.334428 -2.790277 0.79 -1.66 0.26
C 1.881186 0.900988 -2.571017 1.13 0.89 0.96
C 1.873996 0.389658 -1.161507 -0.87 0.03 0.64
N 1.763336 -0.047602 -0.090087 1.23 1.14 -2.04
H 4.599136 1.687128 -3.182227 -0.06 -0.20 0.12
H 4.448646 2.293148 -1.510297 -0.52 -0.47 0.14
H 4.442236 3.376128 -2.812457 -0.08 0.15 -0.24
H 2.415846 2.446078 -3.868017 -0.11 0.46 -0.02
H 1.963146 3.104468 -2.272087 0.16 -0.07 0.05
H 2.499996 0.170388 -3.091977 -0.19 0.01 -0.40
H 0.889586 0.974648 -3.017557 -0.11 -0.52 0.39
```
Forces are in eV/Å.

Properties
⟨S²⟩: 0.770
Maximum force, eV Å⁻¹: 6.2
Multiplicity: 2
Charge: -2
DFT total energy, hartree: -2652.53530



DFT (the ωB97M-V functional and the def2-TZVPD basis) results for H20O11V as an isolated structure.

XYZ file:
```
32
Properties=species:S:1:pos:R:3:forces:R:3
O 0.162777 -0.562512 0.142989 3.41 5.62 0.04
V 1.070800 0.803940 0.174018 -4.73 -4.22 -2.20
O -2.274847 0.348804 -0.652475 -0.63 1.06 -0.64
H -3.096995 0.715400 -1.049729 0.56 -0.48 0.56
H -2.047210 -0.418119 -1.230867 -0.28 0.50 0.37
O -2.955413 -1.869818 1.490775 -1.39 0.30 0.02
H -2.201629 -1.348099 1.734238 0.28 0.13 0.15
H -2.669075 -2.725455 1.206991 0.43 -0.59 -0.22
O 0.535135 1.007487 -1.929361 1.74 1.07 0.25
H 1.157099 0.806394 -2.638174 0.60 0.33 -0.08
H -0.161068 0.433260 -2.188649 -2.34 -1.09 -0.22
O 2.658231 -0.215330 -0.517764 2.21 0.58 -0.47
H 3.550439 0.229071 -0.621383 -1.16 -1.09 -0.05
H 2.697214 -1.164068 -0.740587 0.14 0.40 0.01
O 1.840914 0.341862 1.918636 0.88 0.28 1.37
H 2.325785 1.041344 2.350972 0.18 0.80 0.83
H 2.383543 -0.434433 2.133939 -0.28 -0.33 -0.33
O 1.996867 2.658026 -0.333563 0.19 -1.12 0.23
H 2.435605 3.365721 0.087806 1.26 1.20 1.60
H 1.756640 3.092326 -1.130668 -0.81 0.22 -1.88
O -0.681540 -2.763668 0.013676 0.39 -0.04 -0.34
H 0.001972 -3.165809 0.566992 -0.24 -0.14 -0.16
H -0.485615 -1.786776 0.015702 -0.84 -2.24 0.34
O -1.258649 -1.191826 -2.446438 0.77 2.23 0.09
H -1.833775 -1.772734 -2.895959 -0.85 -1.40 -0.88
H -0.551699 -1.654415 -2.030398 0.45 -1.56 0.38
O -0.987616 -0.213223 2.422791 -1.31 2.12 -0.22
H -0.315403 -0.819836 2.512407 2.17 -2.85 -0.11
H -0.792829 0.281156 3.206868 -0.76 1.00 0.99
O -0.539722 2.109200 0.357793 1.36 1.15 0.71
H -1.253592 1.785071 -0.212666 -1.18 -0.93 -0.27
H -0.466344 3.087060 0.282087 -0.23 -0.91 0.11
```
Forces are in eV/Å.

Properties
⟨S²⟩: 0.821
Maximum force, eV Å⁻¹: 6.7
Energy above the lowest of the compared OMol25 structures with the same formula, charge and spin, kcal/mol: 43.23
Multiplicity: 2
Charge: +2
DFT total energy, hartree: -1783.04996